# 1
The molecule C5H9NO. Source: OMol25; level of theory: wB97M-V/def2-TZVPD.

2S+1   1
Frontier orbital gap   10.7 eV
Total charge   0
E_LUMO   1.07 eV

Geometry (Å):
C  1.926  0.682  -0.270
C  0.652  0.428  -1.038
N  0.383  -0.967  -1.353
C  -0.581  -0.248  -0.533
C  -0.806  -0.742  0.876
C  -1.797  0.123  1.613
O  -2.365  1.066  1.122
H  1.968  0.134  0.678
H  2.774  0.333  -0.871
H  2.054  1.748  -0.070
H  0.443  1.171  -1.815
H  0.046  -1.073  -2.302
H  -1.506  0.058  -1.025
H  0.121  -0.801  1.462
H  -1.213  -1.766  0.870
H  -1.998  -0.180  2.666

Forces on atoms 1 to 2 (eV/Å):
-0.017 -0.060 0.080
-0.049 0.260 0.069

---

# 2
The molecule C31H37N5O6 in a non-equilibrium geometry. Source: OMol25; level of theory: wB97M-V/def2-TZVPD.

2S+1   1
Frontier orbital gap   8.6 eV
Total charge   0
E_LUMO   0.39 eV

Geometry (Å):
C  4.340  4.827  2.055
O  3.265  4.592  2.956
C  2.519  3.515  2.715
O  2.720  2.747  1.810
C  1.369  3.397  3.716
C  1.889  3.328  5.146
C  2.604  2.001  5.346
C  1.613  0.865  5.109
C  2.279  -0.489  5.341
C  1.016  0.918  3.684
C  -0.118  -0.079  3.636
C  -1.293  0.163  4.335
C  -2.328  -0.753  4.311
C  -2.213  -1.938  3.597
C  -3.334  -2.930  3.548
C  -1.023  -2.192  2.927
C  0.013  -1.280  2.952
N  0.546  2.260  3.345
C  -0.341  2.520  2.339
O  -0.707  3.657  2.094
C  -0.838  1.378  1.517
C  0.040  0.753  0.635
C  -0.408  -0.265  -0.179
C  -1.743  -0.673  -0.132
C  -2.218  -1.788  -0.927
N  -1.409  -2.482  -1.614
O  -1.969  -3.528  -2.327
C  -0.974  -4.238  -3.055
C  0.046  -4.907  -2.134
C  -0.284  -3.352  -4.042
C  -0.567  -2.056  -4.414
N  0.388  -1.757  -5.326
C  0.574  -0.530  -6.041
C  0.588  0.680  -5.089
O  -0.745  1.126  -5.028
C  -1.257  1.044  -6.336
C  -0.628  -0.216  -6.982
O  -0.271  -0.042  -8.318
N  1.191  -2.801  -5.500
N  0.801  -3.752  -4.743
C  -2.629  0.006  0.704
C  -2.184  1.035  1.508
H  4.806  5.755  2.373
H  5.056  4.004  2.096
H  3.963  4.915  1.034
H  0.746  4.291  3.581
H  2.559  4.172  5.316
H  1.051  3.405  5.840
H  3.439  1.916  4.647
H  3.004  1.933  6.360
H  0.791  0.977  5.825
H  3.095  -0.636  4.636
H  2.684  -0.537  6.349
H  1.565  -1.298  5.216
H  1.801  0.621  2.974
H  -1.412  1.091  4.876
H  -3.241  -0.540  4.848
H  -3.507  -3.255  2.523
H  -3.085  -3.812  4.138
H  -4.253  -2.503  3.942
H  -0.911  -3.112  2.371
H  0.927  -1.493  2.416
H  1.072  1.072  0.600
H  0.262  -0.772  -0.856
H  -3.287  -2.009  -0.896
H  -1.553  -5.002  -3.590
H  0.794  -5.409  -2.740
H  -0.448  -5.625  -1.485
H  0.528  -4.147  -1.523
H  -1.315  -1.356  -4.106
H  1.500  -0.644  -6.610
H  1.241  1.468  -5.492
H  0.906  0.429  -4.077
H  -0.965  1.929  -6.924
H  -2.343  1.003  -6.272
H  -1.329  -1.054  -6.983
H  0.319  0.717  -8.405
H  -3.671  -0.281  0.724
H  -2.871  1.562  2.152

Forces on atoms 1 to 2 (eV/Å):
0.239 -0.085 -0.316
-0.151 0.141 0.310

---

# 3
A structure of composition C46H51BF4IN7O2STaTe in a non-equilibrium geometry. Source: OMol25; level of theory: wB97M-V/def2-TZVPD.

2S+1   2
Frontier orbital gap (alpha / beta)   6.6 / 7.7 eV
Total charge   +2
E_LUMO (alpha / beta)   -5.16 / -5.50 eV

Geometry (Å):
Ta  -0.200  0.957  -0.006
C  0.506  -3.068  -2.894
C  0.993  -2.589  -1.554
N  1.834  -3.405  -0.899
O  0.647  -1.506  -1.082
H  1.347  -3.209  -3.573
H  -0.178  -2.332  -3.307
H  -0.004  -4.024  -2.797
H  2.100  -4.298  -1.276
H  2.167  -3.146  0.019
I  3.561  -3.042  3.483
C  1.965  -2.160  2.529
C  0.700  -2.687  2.327
N  -0.002  -1.765  1.659
N  0.728  -0.671  1.406
C  1.924  -0.890  1.946
H  0.268  -3.627  2.616
H  -0.961  -1.824  1.327
H  2.690  -0.144  1.908
F  1.455  3.217  0.296
B  1.115  3.108  1.666
F  1.788  3.926  2.471
F  -0.286  3.229  1.755
F  1.343  1.713  1.922
S  -1.387  3.097  -0.914
C  -2.722  3.341  0.148
N  -3.932  2.822  -0.017
C  -4.882  3.346  0.960
C  -3.957  4.123  1.927
N  -2.689  4.126  1.208
H  -4.171  2.269  -0.823
H  -5.404  2.531  1.463
H  -5.612  3.995  0.470
H  -3.846  3.609  2.886
H  -4.297  5.144  2.098
H  -1.813  4.457  1.582
C  4.977  7.926  -0.148
C  4.399  6.627  -0.612
C  3.170  6.576  -1.254
C  2.624  5.376  -1.688
C  1.271  5.399  -2.344
C  3.350  4.197  -1.467
Te  2.593  2.657  -2.680
N  1.237  1.429  -1.769
C  0.273  1.059  -2.564
O  -0.701  0.454  -1.986
C  0.202  1.201  -4.026
C  -0.682  2.102  -4.606
C  -0.675  2.260  -5.983
C  0.192  1.513  -6.769
C  1.059  0.601  -6.185
C  1.071  0.444  -4.807
C  4.176  1.305  -2.936
C  4.937  1.508  -4.090
C  4.800  2.687  -5.005
C  5.935  0.583  -4.389
C  6.180  -0.517  -3.586
C  7.255  -1.501  -3.920
C  5.414  -0.674  -2.433
C  4.415  0.223  -2.078
C  3.700  -0.002  -0.782
C  4.567  4.197  -0.775
C  5.342  2.976  -0.394
C  5.064  5.430  -0.372
H  4.517  8.768  -0.657
H  6.050  7.958  -0.321
H  4.814  8.051  0.922
H  2.615  7.490  -1.415
H  0.748  6.311  -2.060
H  0.639  4.565  -2.022
H  1.341  5.392  -3.437
H  -1.363  2.673  -3.986
H  -1.350  2.967  -6.444
H  0.182  1.635  -7.842
H  1.724  0.014  -6.799
H  1.753  -0.254  -4.340
H  3.882  3.266  -4.873
H  4.822  2.361  -6.044
H  5.636  3.370  -4.855
H  6.536  0.740  -5.273
H  7.755  -1.244  -4.851
H  6.842  -2.504  -4.020
H  8.003  -1.535  -3.130
H  5.618  -1.508  -1.775
H  4.404  -0.398  -0.051
H  2.885  -0.711  -0.898
H  3.267  0.912  -0.371
H  5.772  2.465  -1.258
H  4.715  2.271  0.148
H  6.158  3.259  0.264
H  6.001  5.451  0.165
N  -1.650  0.491  1.070
C  -2.656  0.165  1.796
C  -3.018  0.964  2.980
C  -2.015  1.560  3.745
C  -2.346  2.331  4.847
C  -3.678  2.517  5.191
C  -4.682  1.928  4.434
C  -4.355  1.150  3.335
C  -3.393  -1.066  1.443
C  -3.391  -1.516  0.119
C  -4.022  -2.701  -0.217
C  -4.656  -3.455  0.763
C  -4.655  -3.021  2.081
C  -4.030  -1.832  2.423
H  -0.978  1.400  3.484
H  -1.564  2.778  5.442
H  -3.935  3.114  6.053
H  -5.718  2.059  4.711
H  -5.139  0.687  2.750
H  -2.913  -0.920  -0.652
H  -4.028  -3.033  -1.244
H  -5.150  -4.378  0.499
H  -5.140  -3.608  2.846
H  -4.010  -1.516  3.455

Forces on atoms 1 to 2 (eV/Å):
0.487 -0.104 0.248
-0.008 0.072 -0.048

---

# 4
The molecule C6H10N2O in a non-equilibrium geometry. Source: OMol25; level of theory: wB97M-V/def2-TZVPD.

2S+1   1
Frontier orbital gap   9.6 eV
Total charge   0
E_LUMO   1.03 eV

Geometry (Å):
C  -0.757  2.619  -0.604
N  -0.350  1.991  0.472
N  -0.494  0.593  0.422
C  0.297  0.116  1.573
C  1.444  -0.809  1.021
O  1.151  -1.951  0.191
C  -0.089  -1.528  -0.303
C  -0.940  -1.199  -1.527
C  -0.037  -0.213  -0.722
H  -1.267  2.242  -1.476
H  -0.503  3.732  -0.693
H  0.720  0.985  2.001
H  -0.324  -0.532  2.346
H  2.070  -0.264  0.359
H  1.807  -1.255  1.906
H  -0.889  -1.783  0.263
H  -2.035  -1.346  -1.246
H  -0.590  -1.615  -2.653
H  0.786  0.218  -1.330

Forces on atoms 1 to 2 (eV/Å):
1.549 1.542 1.775
-1.225 0.619 -3.739

---

no.,electronic energy (hartree)
1,-325.862873
2,-1928.657801
3,-3762.350205
4,-419.136841